This record from the Open Molecules 2025 dataset describes a 11-piece molecular cluster, F6H20O10P overall. The level of theory is ωB97M-V/def2-TZVPD.

## Properties
Gap between HOMO and LUMO   0.396 hartree
Relative energy (zero: lowest compared OMol25 entry of this formula, charge and spin)   13.4 kcal per mole
Total charge   -1
Lowest unoccupied orbital energy   2.553 eV
Electronic energy   -1705.2984 Eh

Each line ends with the natural charge from an NBO analysis.
CARTESIAN COORDINATES (ANGSTROEM)
P  0.13  0.50  0.25  2.606
F  1.08  -0.74  0.72  -0.608
F  -0.62  0.55  1.68  -0.596
F  1.22  1.53  0.86  -0.593
F  -0.70  1.76  -0.30  -0.587
F  0.92  0.41  -1.16  -0.602
F  -1.00  -0.53  -0.27  -0.595
O  2.92  -0.84  2.99  -0.951
H  2.19  -0.95  3.60  0.462
H  2.51  -0.64  2.15  0.486
O  0.31  4.12  1.66  -0.952
H  0.34  3.25  1.25  0.488
H  0.40  3.93  2.60  0.457
O  -0.35  -3.13  -1.23  -0.947
H  -0.48  -2.48  -0.53  0.484
H  0.22  -2.68  -1.86  0.458
O  -3.59  0.25  2.78  -0.934
H  -3.81  0.27  3.72  0.460
H  -2.66  -0.01  2.75  0.474
O  -3.53  -3.03  -0.20  -0.942
H  -3.19  -3.82  0.22  0.468
H  -2.87  -2.36  -0.03  0.475
O  -2.75  1.58  -2.28  -0.953
H  -2.15  1.29  -1.57  0.486
H  -2.65  0.91  -2.96  0.469
O  4.11  0.74  -0.65  -0.967
H  3.59  0.39  -1.39  0.487
H  3.46  0.97  0.01  0.469
O  3.04  -0.19  -3.15  -0.945
H  2.34  -0.80  -2.91  0.476
H  2.73  0.24  -3.95  0.480
O  -0.03  2.34  -3.24  -0.971
H  0.45  1.65  -2.76  0.474
H  -0.84  2.45  -2.72  0.486
O  -0.46  -2.63  2.07  -0.956
H  -0.73  -1.70  2.09  0.473
H  0.45  -2.60  1.76  0.482